Record 1
C6H8 | ωB97M-V with the def2-TZVPD basis set

* molar mass: 80.13 g mol⁻¹
* E: -6345.0465 eV
* lowest unoccupied orbital energy: -0.4 eV
* frontier orbital gap: 0.3174 Eh
* HOMO energy: -9.06 eV
* energy above the lowest of the compared OMol25 structures with the same formula, charge and spin: 5.737 eV

Last column: Mulliken charge in e.
Element x y z (Å)
C1 -0.9211 2.8487 0.3775  -0.19
C2 0.8876 -0.4207 0.3419  0.23
C3 -1.9239 2.4891 1.0900  -0.52
C4 0.4087 -1.5564 -0.0565  -0.22
C5 1.2624 0.8095 0.4446  -0.60
C6 0.5330 -2.2346 -1.4299  -0.85
H1 -2.1535 1.4946 1.3949  0.30
H2 -2.6624 3.2556 1.4049  0.24
H3 -0.1890 -2.2039 0.6646  0.25
H4 0.7057 1.7673 0.0908  0.35
H5 2.2879 0.9659 0.8736  0.19
H6 1.5432 -2.4744 -1.3232  0.27
H7 0.3270 -1.6106 -2.3214  0.28
H8 -0.1055 -3.1301 -1.5519  0.27

Forces on atoms 1 to 2 (eV/Å):
C 0.1 0.5 -0.2
C -0.9 0.0 -1.2


Record 2
BH24O10 | ωB97M-V with the def2-TZVPD basis set

* molar mass: 194.99 g mol⁻¹
* net charge: -1
* E: -21528.8922 eV
* lowest unoccupied orbital energy: 2.6 eV
* frontier orbital gap: 0.3123 Eh
* HOMO energy: -5.90 eV
* energy above the lowest of the compared OMol25 structures with the same formula, charge and spin: 14.208 eV

Last column: Mulliken charge in e.
Element x y z (Å)
B1 0.2317 0.1261 0.4265  -0.86
H1 0.4549 0.9775 -0.1976  1.30
H2 -0.5086 0.4634 1.1353  -1.20
H3 -0.2173 -0.6800 -0.1329  -0.21
H4 1.1137 -0.2050 0.9526  -0.72
O1 1.8307 1.0252 -2.4064  -0.81
H5 1.0254 1.5389 -2.3439  0.38
H6 1.6040 0.1765 -2.0263  0.41
O2 1.0347 -0.9603 -1.6787  -0.76
H7 1.6321 -1.6762 -1.4622  0.47
H8 0.8657 -0.5273 -0.8419  0.27
O3 -0.3181 -1.2830 2.1416  -0.82
H9 0.0316 -0.7136 1.4563  1.13
H10 -1.2075 -1.4878 1.8528  0.40
O4 -1.3343 2.0954 2.0452  -0.63
H11 -0.5882 2.6417 2.2925  0.30
H12 -1.0553 1.2024 2.2475  0.33
O5 -2.8584 0.0863 0.9041  -0.65
H13 -2.8648 -0.7681 1.3356  0.32
H14 -1.9320 0.2684 0.7461  0.63
O6 -2.0986 -0.1414 -1.6946  -0.73
H15 -1.6363 -0.9523 -1.4826  0.68
H16 -3.0081 -0.3127 -1.4500  0.24
O7 1.9935 1.2532 1.6313  -0.80
H17 1.4498 0.8889 0.9328  -0.24
H18 2.3621 0.4879 2.0724  0.33
O8 -1.1812 -1.9316 -1.1930  -0.54
H19 -0.9215 -2.8144 -1.4563  0.31
H20 -0.3547 -1.4757 -1.0338  0.10
O9 -0.5679 1.5628 -1.3454  -1.02
H21 -1.3346 0.9911 -1.3834  0.50
H22 -0.0035 1.1637 -0.6832  0.47
O10 3.1423 -0.3654 0.0527  -0.72
H23 2.6289 -1.0668 0.4536  0.41
H24 2.5901 0.4123 0.1332  0.72

Forces on atoms 1 to 2 (eV/Å):
B -0.9 0.7 -1.0
H 8.3 -1.0 6.1


Record 3
C27H33CoN4O4SSi | ωB97M-V with the def2-TZVPD basis set

* molar mass: 596.67 g mol⁻¹
* E: -99028.6727 eV
* lowest unoccupied orbital energy (spin up / spin down): 0.2 / -1.4 eV
* frontier orbital gap (spin up / spin down): 0.3239 / 0.2651 Eh
* multiplicity: 5
* HOMO energy (spin up / spin down): -8.61 / -8.59 eV
* energy above the lowest of the compared OMol25 structures with the same formula, charge and spin: 0.000 eV

Last column: Löwdin spin population.
Element x y z (Å)
Co1 -1.1130 -1.1588 1.8779  3.05
N1 -1.3448 -3.2827 2.3577  0.07
C1 -2.6139 -3.7579 1.8004  0.00
C2 -3.6134 -2.6260 1.9177  0.03
O1 -4.7886 -2.8091 2.1539  0.06
N2 -3.0164 -1.4108 1.7039  0.21
C3 -3.7593 -0.2173 2.0396  0.02
C4 -2.9308 0.6028 3.0208  0.01
O2 -3.3599 1.5977 3.5498  0.02
O3 -1.7083 0.1380 3.1943  0.14
H1 -0.5596 -3.8754 2.0991  0.00
H2 -1.3837 -3.2695 3.3780  0.00
H3 -3.0070 -4.6504 2.2892  0.00
H4 -2.4645 -3.9724 0.7401  0.00
H5 -4.7503 -0.4156 2.4524  0.00
H6 -3.8580 0.4060 1.1525  0.00
N3 0.8428 1.0725 3.3588  0.00
C5 1.5603 0.1423 2.7292  0.01
S1 1.1337 -1.5211 2.7975  0.07
N4 2.6104 0.5521 2.0153  0.01
C6 3.4185 -0.2484 1.1762  0.00
C7 3.8881 -1.4804 1.5914  0.00
C8 4.6909 -2.2159 0.7327  0.00
C9 5.0374 -1.7187 -0.5156  0.00
C10 4.5803 -0.4668 -0.9078  0.00
C11 3.7669 0.2715 -0.0640  0.00
H7 -0.1072 0.8466 3.6830  0.00
H8 1.0409 2.0481 3.1947  0.00
H9 2.6571 1.5437 1.8168  0.00
H10 3.6358 -1.8604 2.5746  0.00
H11 5.0562 -3.1815 1.0526  0.00
H12 5.6647 -2.2995 -1.1757  0.00
H13 4.8436 -0.0652 -1.8760  0.00
H14 3.3825 1.2359 -0.3749  0.00
C12 -0.9260 -2.1035 -2.0383  0.00
C13 0.1796 -1.0394 -2.0955  0.00
C14 1.4586 -1.6103 -1.4517  0.00
C15 0.4750 -0.7307 -3.5629  0.00
Si1 -0.3659 0.3820 -0.9969  0.03
O4 -0.4492 -0.2146 0.5201  0.23
C16 0.8814 1.7867 -0.8618  0.00
C17 0.8880 2.4721 0.3591  0.00
C18 1.6980 3.5762 0.5785  0.00
C19 2.5412 4.0226 -0.4294  0.00
C20 2.5407 3.3740 -1.6536  0.00
C21 1.7117 2.2798 -1.8679  0.00
C22 -1.9882 1.1834 -1.4779  0.00
C23 -2.6398 1.0775 -2.7055  0.00
C24 -3.8372 1.7383 -2.9454  0.00
C25 -4.4104 2.5231 -1.9581  0.00
C26 -3.7805 2.6495 -0.7281  0.00
C27 -2.5854 1.9877 -0.5012  0.00
H15 -0.6122 -2.9959 -2.5847  0.00
H16 -1.8586 -1.7555 -2.4765  0.00
H17 -1.1433 -2.4047 -1.0100  0.00
H18 1.7593 -2.5230 -1.9703  0.00
H19 1.3177 -1.8497 -0.3986  0.00
H20 2.2929 -0.9051 -1.5150  0.00
H21 0.8366 -1.6366 -4.0537  0.00
H22 1.2515 0.0199 -3.6831  0.00
H23 -0.4028 -0.3953 -4.1149  0.00
H24 0.2181 2.1346 1.1380  0.00
H25 1.6651 4.1019 1.5256  0.00
H26 3.1781 4.8817 -0.2677  0.00
H27 3.1801 3.7285 -2.4508  0.00
H28 1.7248 1.8144 -2.8401  0.00
H29 -2.2220 0.4666 -3.4956  0.00
H30 -4.3265 1.6340 -3.9041  0.00
H31 -5.3451 3.0336 -2.1434  0.00
H32 -4.2206 3.2486 0.0567  0.00
H33 -2.1158 2.0941 0.4687  0.00

Forces on atoms 1 to 2 (eV/Å):
Co -0.2 0.0 0.2
N 0.4 -0.1 0.1


Record 4
C19H29NO5 | ωB97M-V with the def2-TZVPD basis set

* molar mass: 351.44 g mol⁻¹
* SMILES: CCOC(=O)C1(CCOc2ccccc2)CCN(C[C@H](O)CO)CC1
* E: -31901.3784 eV
* lowest unoccupied orbital energy: 0.7 eV
* frontier orbital gap: 0.3391 Eh
* HOMO energy: -8.56 eV
* energy above the lowest of the compared OMol25 structures with the same formula, charge and spin: 0.192 eV

Last column: Mulliken charge in e.
Element x y z (Å)
C1 1.4541 4.8337 0.2115  -1.13
C2 0.0219 4.3818 0.4568  -0.26
H1 -0.6006 4.6076 -0.4151  0.32
H2 -0.3947 4.8566 1.3472  0.36
O1 -0.0431 2.9789 0.7211  -0.25
C3 -0.0537 2.1610 -0.3329  -0.45
O2 -0.0369 2.5414 -1.4749  -0.58
C4 -0.1512 0.7009 0.1001  2.51
C5 0.8728 0.4000 1.2031  -1.52
H3 0.7475 1.0989 2.0298  0.47
C6 2.2975 0.4918 0.6651  -1.16
N1 2.4772 -0.4703 -0.4055  0.74
C7 1.6022 -0.1407 -1.5198  -1.19
C8 0.1382 -0.2202 -1.0906  -0.65
H4 -0.4792 0.0624 -1.9431  0.36
H5 -0.0972 -1.2471 -0.8043  0.38
H6 1.7757 -0.8594 -2.3241  0.52
H7 1.8084 0.8691 -1.9101  0.30
C9 3.8682 -0.6777 -0.7926  -1.28
H8 4.5379 0.0320 -0.2976  0.48
C10 4.2791 -2.1158 -0.4286  0.17
O3 3.3101 -3.0289 -0.8923  -0.68
H9 2.4536 -2.6381 -0.6614  0.36
C11 4.4554 -2.3090 1.0865  -0.42
O4 4.8193 -3.6332 1.3764  -0.55
H10 4.3084 -4.1977 0.7788  0.35
H11 3.5090 -2.0581 1.5898  0.21
H12 5.2493 -1.6660 1.4719  0.31
H13 5.2155 -2.3833 -0.9297  0.40
H14 3.9818 -0.5485 -1.8726  0.43
H15 3.0043 0.2640 1.4659  0.70
H16 2.4943 1.5219 0.3160  0.36
H17 0.6993 -0.6121 1.5735  0.42
C12 -1.5719 0.4855 0.6561  -1.66
C13 -2.6872 0.9891 -0.2680  -0.51
O5 -3.9631 0.6477 0.2251  -0.42
C14 -4.4221 -0.6298 0.0838  0.71
C15 -5.6547 -0.8888 0.6857  -0.61
C16 -6.2286 -2.1394 0.5973  -0.39
C17 -5.5860 -3.1566 -0.0916  -0.51
C18 -4.3670 -2.9031 -0.6907  -0.77
C19 -3.7795 -1.6508 -0.6078  -0.14
H18 -2.8294 -1.4888 -1.0922  0.35
H19 -3.8572 -3.6865 -1.2325  0.37
H20 -6.0333 -4.1363 -0.1603  0.38
H21 -7.1827 -2.3231 1.0684  0.37
H22 -6.1415 -0.0852 1.2154  0.41
H23 -2.6884 2.0821 -0.2984  0.17
H24 -2.5546 0.6233 -1.2919  0.39
H25 -1.6626 1.0070 1.6111  0.23
H26 -1.7209 -0.5802 0.8443  0.60
H27 1.8418 4.3650 -0.6898  0.27
H28 1.4794 5.9119 0.0835  0.43
H29 2.0849 4.5609 1.0545  0.28

Forces on atoms 1 to 2 (eV/Å):
C -0.3 -0.3 0.0
C 0.1 0.5 -0.3